Entry from the Open Molecules 2025 dataset: a cluster of 6 separate species, C17H33Br6N3O in total in a non-equilibrium geometry (the ωB97M-V functional and the def2-TZVPD basis).

Last column: Löwdin charge in e.
Atoms and positions in Å:
C (18.461, -15.245, -16.158)  -0.284
O (19.696, -15.562, -16.186)  -0.052
N (17.444, -15.925, -16.810)  -0.217
C (16.067, -15.616, -16.462)  -0.062
C (17.836, -17.174, -17.547)  -0.017
H (18.031, -14.378, -15.633)  0.125
H (16.005, -14.547, -16.258)  0.082
H (15.935, -16.237, -15.576)  0.091
H (15.333, -15.842, -17.235)  0.087
H (17.196, -17.397, -18.400)  0.084
H (18.915, -17.130, -17.698)  0.078
H (17.708, -17.888, -16.734)  0.087
C (7.483, -11.613, -18.380)  -0.103
C (7.061, -12.965, -17.760)  -0.259
C (5.702, -13.504, -18.227)  -0.192
C (5.548, -14.959, -17.913)  -0.224
N (5.436, -16.088, -17.663)  0.126
H (7.616, -11.783, -19.448)  0.069
H (8.407, -11.252, -17.928)  0.071
H (6.655, -10.906, -18.327)  0.070
H (7.103, -12.924, -16.672)  0.108
H (7.812, -13.684, -18.087)  0.107
H (5.618, -13.328, -19.300)  0.113
H (4.753, -13.119, -17.855)  0.114
C (8.340, -24.038, -30.586)  -0.100
C (9.163, -24.065, -29.305)  -0.281
C (9.135, -22.731, -28.647)  -0.216
C (10.125, -21.682, -29.047)  -0.211
N (10.855, -20.793, -29.193)  0.123
H (8.663, -24.891, -31.182)  0.070
H (8.517, -23.148, -31.189)  0.082
H (7.303, -24.221, -30.301)  0.079
H (10.167, -24.440, -29.500)  0.113
H (8.780, -24.673, -28.485)  0.110
H (9.230, -22.812, -27.564)  0.119
H (8.203, -22.250, -28.944)  0.116
Br (13.721, -10.448, -19.525)  0.619
C (13.579, -8.727, -18.617)  -0.724
C (12.746, -7.798, -19.443)  -0.715
Br (13.412, -5.974, -19.260)  0.619
H (14.583, -8.356, -18.412)  0.040
H (13.110, -8.810, -17.637)  0.064
H (11.729, -7.854, -19.056)  0.064
H (12.891, -8.059, -20.491)  0.032
Br (14.503, -16.632, -24.807)  0.682
C (12.898, -17.085, -23.908)  -0.721
C (12.810, -16.162, -22.718)  -0.669
Br (11.444, -16.577, -21.261)  0.508
H (12.990, -18.055, -23.420)  0.057
H (12.135, -17.045, -24.686)  0.061
H (12.667, -15.128, -23.033)  0.052
H (13.697, -16.237, -22.089)  0.029
Br (15.268, -23.430, -27.288)  0.496
C (15.753, -22.308, -25.621)  -0.611
C (16.962, -22.762, -24.767)  -0.620
Br (17.364, -21.441, -23.278)  0.544
H (14.900, -22.288, -24.944)  0.046
H (15.869, -21.281, -25.967)  0.042
H (17.884, -22.920, -25.327)  0.048
H (16.769, -23.767, -24.391)  0.054

Properties
* gap between HOMO and LUMO: 0.337 Ha
* relative energy (zero: lowest compared OMol25 entry of this formula, charge and spin): 56.0 kcal/mol
* structure (SMILES): CN(C)C=O.BrCCBr.BrCCBr.BrCCBr.CCCC#N.CCCC#N

Entry from the Open Molecules 2025 dataset: a cluster of 4 separate species, C24H61BIN5O8P in total (the ωB97M-V functional and the def2-TZVPD basis).

Last column: Löwdin charge in e.
Atoms and positions in Å:
C (-8.341, -1.278, 2.894)  -0.118
C (-7.121, -2.162, 2.661)  -0.269
C (-6.007, -1.420, 1.933)  -0.222
C (-4.719, -2.228, 1.868)  -0.117
C (-3.489, -1.485, 1.343)  -0.454
N (-2.437, -2.478, 1.028)  0.036
C (-1.190, -2.501, 1.779)  -0.300
C (-0.365, -3.702, 1.342)  -0.108
O (-3.792, -0.824, 0.137)  -0.006
B (-3.766, 0.627, 0.322)  -1.186
I (-5.739, 1.567, -0.459)  0.614
C (-2.534, 1.326, -0.510)  -0.144
O (-1.568, 1.915, 0.388)  -0.180
C (-1.164, 3.225, 0.085)  -0.269
C (-1.936, 4.276, 0.895)  -0.212
C (-3.082, 4.962, 0.137)  -0.105
O (-3.681, 0.834, 1.763)  -0.075
C (-3.006, -0.302, 2.240)  -0.283
P (-3.223, -0.297, 4.061)  0.556
N (-3.015, -1.599, 4.875)  -0.149
O (-4.613, 0.410, 4.408)  -0.134
O (-2.249, 0.943, 4.487)  -0.164
H (-8.792, -0.992, 1.941)  0.071
H (-8.053, -0.355, 3.402)  0.070
H (-9.102, -1.780, 3.495)  0.059
H (-7.418, -3.030, 2.061)  0.105
H (-6.747, -2.550, 3.614)  0.105
H (-5.840, -0.458, 2.421)  0.094
H (-6.327, -1.192, 0.915)  0.086
H (-4.494, -2.655, 2.851)  0.098
H (-4.849, -3.078, 1.192)  0.122
H (-2.218, -2.313, 0.052)  0.121
H (-0.573, -1.599, 1.639)  0.104
H (-1.387, -2.591, 2.848)  0.078
H (-0.180, -3.663, 0.265)  0.066
H (-0.916, -4.622, 1.541)  0.069
H (0.584, -3.731, 1.875)  0.048
H (-2.889, 2.087, -1.211)  0.064
H (-2.006, 0.571, -1.109)  0.104
H (-1.260, 3.419, -0.989)  0.097
H (-0.095, 3.302, 0.321)  0.103
H (-1.231, 5.034, 1.252)  0.092
H (-2.322, 3.769, 1.781)  0.108
H (-2.921, 4.907, -0.942)  0.065
H (-4.042, 4.488, 0.338)  0.046
H (-3.164, 6.017, 0.404)  0.057
H (-1.927, -0.150, 2.072)  0.114
H (-2.862, -2.402, 4.279)  -0.035
H (-4.529, 1.372, 4.444)  0.085
H (-1.499, 1.025, 3.873)  0.073
C (1.291, -0.982, 4.717)  -0.061
C (0.417, -2.064, 5.343)  -0.433
C (0.573, -2.201, 6.857)  -0.195
O (1.769, -2.839, 7.287)  -0.192
C (2.899, -2.002, 7.374)  -0.122
N (0.643, -3.324, 4.627)  0.054
H (2.333, -1.299, 4.634)  0.063
H (0.940, -0.767, 3.707)  0.065
H (1.257, -0.059, 5.299)  0.078
H (-0.627, -1.781, 5.182)  0.091
H (-0.241, -2.827, 7.229)  0.124
H (0.484, -1.219, 7.340)  0.121
H (2.623, -0.996, 7.710)  0.088
H (3.429, -1.915, 6.422)  0.072
H (3.577, -2.441, 8.107)  0.082
H (-0.037, -4.014, 4.931)  0.081
H (1.544, -3.701, 4.909)  0.072
C (0.800, 3.979, -4.095)  -0.066
C (1.560, 3.424, -2.895)  -0.438
C (3.053, 3.193, -3.157)  -0.211
O (3.351, 2.055, -3.943)  -0.190
C (3.267, 2.237, -5.342)  -0.102
N (0.866, 2.237, -2.407)  0.057
H (0.609, 3.202, -4.835)  0.065
H (-0.168, 4.362, -3.773)  0.074
H (1.350, 4.789, -4.579)  0.076
H (1.510, 4.173, -2.096)  0.134
H (3.546, 3.019, -2.198)  0.120
H (3.507, 4.087, -3.610)  0.117
H (3.604, 3.239, -5.630)  0.089
H (2.252, 2.086, -5.718)  0.077
H (3.919, 1.499, -5.809)  0.070
H (1.261, 1.934, -1.523)  0.080
H (1.028, 1.471, -3.054)  0.077
C (8.240, -1.636, -7.370)  -0.072
C (7.611, -0.874, -6.209)  -0.438
C (6.093, -1.052, -6.096)  -0.204
O (5.344, -0.331, -7.055)  -0.203
C (5.183, -0.953, -8.312)  -0.106
N (8.013, 0.531, -6.285)  0.038
H (8.045, -1.138, -8.321)  0.064
H (9.321, -1.681, -7.243)  0.074
H (7.856, -2.656, -7.432)  0.077
H (8.029, -1.277, -5.280)  0.135
H (5.773, -0.661, -5.127)  0.124
H (5.822, -2.115, -6.131)  0.121
H (5.106, -2.040, -8.208)  0.090
H (6.004, -0.722, -8.997)  0.074
H (4.257, -0.576, -8.745)  0.088
H (7.708, 1.021, -5.450)  0.071
H (7.502, 0.967, -7.048)  0.069

Properties
* gap between HOMO and LUMO: 0.258 Ha
* total charge: -1

Entry from the Open Molecules 2025 dataset: the ion C4H6NO2 with charge -1 in a non-equilibrium geometry (the ωB97M-V functional and the def2-TZVPD basis).

Last column: Löwdin charge in e.
Atoms and positions in Å:
C (0.130, 0.680, 0.002)  -0.285
C (0.024, 1.998, 0.241)  -0.060
C (0.427, -1.401, -0.150)  -0.156
C (-0.768, -0.511, -0.382)  -0.352
N (1.250, -0.239, -0.071)  -0.283
O (2.615, -0.180, -0.041)  -0.321
O (-1.903, -0.764, 0.371)  -0.045
H (0.850, 2.718, 0.196)  0.005
H (-1.049, 2.536, 0.152)  0.050
H (0.329, -1.961, 0.826)  0.119
H (0.823, -1.935, -1.003)  0.098
H (-0.948, -0.504, -1.427)  0.126
H (-1.780, -0.437, 1.285)  0.104

Properties
* gap between HOMO and LUMO: 0.197 Ha
* total charge: -1
* relative energy (zero: lowest compared OMol25 entry of this formula, charge and spin): 112.0 kcal/mol
* structure (SMILES): C=C1[C@H](O)CN1[O-]

Entry from the Open Molecules 2025 dataset: a structure of composition C34H31GeN4Pt (the ωB97M-V functional and the def2-TZVPD basis).

Last column: Mulliken spin population.
Atoms and positions in Å:
Pt (-1.375, -0.060, 0.524)  0.000
C (-1.396, 1.685, 4.479)  0.000
C (-1.121, 0.829, 3.409)  0.000
N (-1.510, 1.110, 2.173)  0.000
C (-2.215, 2.254, 1.955)  0.000
C (-2.533, 3.162, 2.962)  0.000
C (-2.095, 2.848, 4.264)  0.000
C (-3.302, 4.326, 2.617)  0.000
C (-3.725, 4.528, 1.348)  0.000
C (-3.422, 3.586, 0.306)  0.000
C (-3.863, 3.702, -1.027)  0.000
C (-3.537, 2.722, -1.934)  0.000
C (-2.779, 1.624, -1.527)  0.000
N (-2.347, 1.496, -0.279)  0.000
C (-2.662, 2.463, 0.628)  0.000
H (-1.064, 1.407, 5.469)  0.000
H (-0.590, -0.101, 3.562)  0.000
H (-2.323, 3.514, 5.087)  0.000
H (-3.549, 5.034, 3.397)  0.000
H (-4.313, 5.401, 1.097)  0.000
H (-4.462, 4.553, -1.327)  0.000
H (-3.867, 2.778, -2.961)  0.000
H (-2.521, 0.839, -2.220)  0.000
C (3.761, 2.374, 0.823)  0.002
Ge (4.717, 0.843, 0.197)  0.002
C (4.574, -0.878, 0.919)  0.001
C (4.003, -1.045, 2.193)  0.001
C (4.009, -2.296, 2.781)  0.001
C (4.552, -3.382, 2.097)  0.002
C (5.096, -3.229, 0.822)  -0.002
C (5.121, -1.979, 0.234)  0.001
C (6.019, 1.204, -1.204)  0.175
C (5.559, 1.988, -2.269)  -0.063
C (6.392, 2.341, -3.322)  0.110
C (7.727, 1.940, -3.312)  0.109
C (8.227, 1.183, -2.249)  -0.007
C (9.596, 0.812, -2.221)  0.226
C (10.134, 0.079, -1.150)  0.118
C (9.314, -0.290, -0.105)  0.014
C (7.955, 0.060, -0.116)  0.213
C (7.375, 0.797, -1.177)  0.045
H (4.491, 3.037, 1.297)  0.001
H (2.991, 2.111, 1.542)  0.001
H (3.323, 2.914, -0.018)  0.000
H (3.599, -0.198, 2.736)  0.000
H (3.615, -2.431, 3.779)  0.000
H (4.561, -4.358, 2.566)  0.000
H (5.511, -4.082, 0.302)  0.000
H (5.562, -1.859, -0.749)  0.002
H (4.533, 2.336, -2.293)  -0.005
H (6.014, 2.937, -4.142)  0.004
H (8.384, 2.228, -4.124)  0.004
H (10.239, 1.106, -3.042)  -0.003
H (11.183, -0.184, -1.151)  0.005
H (9.716, -0.848, 0.730)  0.000
H (7.342, -0.248, 0.724)  0.044
C (-2.384, -3.912, -3.437)  0.000
C (-1.908, -3.223, -2.209)  0.000
C (-1.495, -3.737, -0.983)  0.000
C (-1.154, -2.628, -0.229)  0.000
N (-1.323, -1.503, -0.927)  0.000
N (-1.812, -1.882, -2.125)  0.000
C (-0.762, -2.397, 1.199)  0.000
H (-1.707, -4.722, -3.703)  0.000
H (-2.461, -3.230, -4.282)  0.000
H (-3.368, -4.348, -3.258)  0.000
H (-1.467, -4.776, -0.700)  0.000
H (-1.944, -1.231, -2.881)  0.000
H (0.137, -2.947, 1.484)  0.000
H (-1.553, -2.624, 1.910)  0.000
H (-0.330, -1.341, 1.395)  0.000

Properties
* spin multiplicity: 2
* gap between HOMO and LUMO (alpha / beta): 0.250 / 0.183 Ha
* total charge: +4
* ⟨S²⟩: 0.779
* relative energy (zero: lowest compared OMol25 entry of this formula, charge and spin): 23.6 kcal/mol

Q: Which E_tot values were calculated for the entries above? A: -444934.4786; -67778.2123; -9826.8244; -101446.2097, in eV.